Formula: C22H34F16NO6S3
Source: the OMol25 dataset
Level of theory: ωB97M-V with the def2-TZVPD basis set

Last columns: bonded neighbours and bond lengths (Å).
CARTESIAN COORDINATES (ANGSTROEM)
1 S -1.217 1.138 -0.233  O20 1.579, O23 1.566, N26 1.746, C31 1.878
2 S -2.719 0.884 2.239  S3 2.107, O22 1.578, O24 1.552, N26 1.746
3 S -1.068 0.057 3.252  S2 2.107, H71 1.418
4 F -2.100 -2.503 -7.835  C47 1.360
5 F 1.654 -1.263 -3.020  C36 1.371
6 F -6.379 -1.271 4.501  C32 1.371
7 F -5.923 -4.219 1.279  C38 1.355
8 F -6.210 -4.690 3.565  C48 1.351
9 F 0.252 0.832 -4.136  C37 1.360
10 F -0.298 -1.522 -7.109  C47 1.357
11 F -1.627 -4.652 -6.056  C42 1.360
12 F -6.258 -3.818 5.548  C48 1.360
13 F -8.450 -4.818 2.568  C27 1.357
14 F -7.038 -3.712 -0.508  C38 1.360
15 F -1.170 -0.531 -5.040  C37 1.351
16 F -1.937 -2.753 -5.060  C42 1.355
17 F -8.051 -2.524 3.896  C32 1.360
18 F 1.567 -1.354 -5.191  C36 1.360
19 F -8.002 -6.022 0.811  C27 1.360
20 O -1.429 0.970 -1.788  S1 1.579
21 O 0.149 -3.633 -5.194  C33 1.429, C42 1.427
22 O -3.996 0.135 2.788  S2 1.578
23 O -0.004 0.209 0.110  S1 1.566
24 O -2.873 2.358 2.701  S2 1.552
25 O -7.359 -2.464 1.303  C34 1.429, C38 1.427
26 N -2.722 0.653 0.508  S1 1.746, S2 1.746
27 C -8.272 -4.756 1.224  F13 1.357, F19 1.360, C38 1.534, H73 1.093
28 C 7.982 0.457 0.305  C45 1.670, H56 1.187, H62 1.170, H63 1.172
29 C 3.802 4.629 1.172  C35 1.643, C43 1.640, H76 1.194, H82 1.193
30 C 4.415 0.871 1.161  C41 1.641, C44 1.640, H69 1.184, H72 1.179
31 C -0.750 2.938 0.031  S1 1.878, C40 1.640, H57 1.192, H68 1.171
32 C -6.712 -2.358 3.734  F6 1.371, F17 1.360, C34 1.537, C48 1.523
33 C 0.300 -2.924 -3.962  O21 1.429, C36 1.537, H51 1.097, H55 1.097
34 C -6.424 -1.983 2.271  O25 1.429, C32 1.537, H77 1.097, H78 1.097
35 C 2.196 4.346 1.379  C29 1.643, C39 1.670, H49 1.176, H52 1.176
36 C 0.803 -1.476 -4.073  F5 1.371, F18 1.360, C33 1.537, C37 1.523
37 C -0.286 -0.412 -4.024  F9 1.360, F15 1.351, C36 1.523, H58 1.094
38 C -7.136 -3.797 0.846  F7 1.355, F14 1.360, O25 1.427, C27 1.534
39 C 1.438 4.591 -0.089  C35 1.670, C40 1.662, H54 1.176, H61 1.174
40 C 0.766 3.145 -0.559  C31 1.640, C39 1.662, H67 1.170, H70 1.189
41 C 5.283 1.540 2.383  C30 1.641, C46 1.660, H50 1.176, H79 1.176
42 C -1.085 -3.418 -5.877  F11 1.360, F16 1.355, O21 1.427, C47 1.534
43 C 4.742 4.244 2.459  C29 1.640, C46 1.640, H59 1.187, H66 1.192
44 C 5.305 0.096 0.022  C30 1.640, C45 1.656, H65 1.191, H80 1.183
45 C 6.614 0.958 -0.512  C28 1.670, C44 1.656, H75 1.192, H81 1.170
46 C 4.450 2.772 3.119  C41 1.660, C43 1.640, H53 1.190, H60 1.192
47 C -0.901 -2.730 -7.236  F4 1.360, F10 1.357, C42 1.534, H74 1.093
48 C -5.934 -3.560 4.253  F8 1.351, F12 1.360, C32 1.523, H64 1.094
49 H 1.682 5.051 2.166  C35 1.176
50 H 5.517 0.680 3.149  C41 1.176
51 H -0.589 -3.012 -3.325  C33 1.097
52 H 1.929 3.243 1.686  C35 1.176
53 H 3.293 2.512 3.222  C46 1.190
54 H 0.582 5.396 -0.031  C39 1.176
55 H 1.076 -3.481 -3.423  C33 1.097
56 H 8.287 1.273 1.112  C28 1.187
57 H -1.474 3.573 -0.672  C31 1.192
58 H -0.836 -0.449 -3.080  C37 1.094
59 H 4.647 5.036 3.338  C43 1.187
60 H 4.846 2.828 4.243  C46 1.192
61 H 2.283 4.959 -0.816  C39 1.174
62 H 8.838 0.381 -0.489  C28 1.170
63 H 7.823 -0.541 0.898  C28 1.172
64 H -4.856 -3.384 4.212  C48 1.094
65 H 4.613 -0.124 -0.923  C44 1.191
66 H 5.888 4.257 2.132  C43 1.192
67 H 1.527 2.299 -0.288  C40 1.170
68 H -0.892 3.262 1.148  C31 1.171
69 H 3.666 0.080 1.626  C30 1.184
70 H 0.726 3.198 -1.747  C40 1.189
71 H -1.592 -0.572 4.409  S3 1.418
72 H 3.770 1.696 0.621  C30 1.179
73 H -9.216 -4.440 0.773  C27 1.093
74 H -0.292 -3.344 -7.905  C47 1.093
75 H 6.439 2.077 -0.137  C45 1.192
76 H 3.911 5.808 1.023  C29 1.194
77 H -6.510 -0.891 2.209  C34 1.097
78 H -5.387 -2.191 1.980  C34 1.097
79 H 6.319 1.994 2.061  C41 1.176
80 H 5.666 -0.953 0.432  C44 1.183
81 H 6.744 0.951 -1.675  C45 1.170
82 H 4.184 4.164 0.141  C29 1.193

Results
M, g mol⁻¹: 808.68
E_tot, eV: -113119.6477
E_LUMO, eV: 2.182
Net charge: -1


Formula: C16H23N3O3
Source: the OMol25 dataset
Level of theory: ωB97M-V with the def2-TZVPD basis set

Last columns: bonded neighbours and bond lengths (Å).
CARTESIAN COORDINATES (ANGSTROEM)
1 O 2.765 -2.402 1.955  N4 1.211
2 O -0.065 -0.891 -1.645  C12 1.219
3 O 2.392 -0.291 2.113  N4 1.217
4 N 2.035 -1.437 1.910  O1 1.211, O3 1.217, C21 1.435
5 N -0.933 0.989 -0.805  C12 1.359, C19 1.441, C20 1.455
6 N -2.772 1.350 1.178  C9 1.442, C17 1.450, C18 1.451
7 C 2.954 -1.222 -1.333  C14 1.525, H25 1.088, H35 1.088, H36 1.086
8 C 3.771 1.007 -2.123  C14 1.527, H30 1.087, H32 1.088, H44 1.088
9 C -3.300 1.095 -0.139  N6 1.442, C20 1.538, H39 1.095, H43 1.091
10 C 1.504 0.844 -1.073  C12 1.518, C14 1.537, H31 1.092, H40 1.093
11 C 0.261 -2.814 0.954  C21 1.387, C22 1.381, H33 1.079
12 C 0.123 0.226 -1.193  O2 1.219, N5 1.359, C10 1.518
13 C -0.268 -0.672 1.954  C15 1.385, C21 1.388, H26 1.080
14 C 2.544 0.117 -1.938  C7 1.525, C8 1.527, C10 1.537, H29 1.095
15 C -1.612 -0.848 1.664  C13 1.385, C16 1.393, C17 1.514
16 C -2.000 -2.015 1.012  C15 1.393, C22 1.385, H27 1.081
17 C -2.630 0.202 2.053  N6 1.450, C15 1.514, H28 1.094, H38 1.094
18 C -1.674 2.298 1.138  N6 1.451, C19 1.547, H37 1.099, H41 1.089
19 C -0.904 2.297 -0.203  N5 1.441, C18 1.547, H42 1.087, H45 1.098
20 C -2.270 0.506 -1.117  N5 1.455, C9 1.538, H24 1.098, H34 1.091
21 C 0.651 -1.649 1.597  N4 1.435, C11 1.387, C13 1.388
22 C -1.078 -2.987 0.658  C11 1.381, C16 1.385, H23 1.079
23 H -1.404 -3.878 0.146  C22 1.079
24 H -2.530 0.785 -2.147  C20 1.098
25 H 3.638 -1.742 -2.000  C7 1.088
26 H 0.087 0.204 2.476  C13 1.080
27 H -3.046 -2.169 0.785  C16 1.081
28 H -3.617 -0.266 2.113  C17 1.094
29 H 2.090 -0.075 -2.916  C14 1.095
30 H 4.516 0.501 -2.732  C8 1.087
31 H 1.453 1.883 -1.405  C10 1.092
32 H 3.508 1.942 -2.613  C8 1.088
33 H 1.003 -3.551 0.689  C11 1.079
34 H -2.239 -0.584 -1.065  C20 1.091
35 H 3.462 -1.071 -0.383  C7 1.088
36 H 2.078 -1.846 -1.187  C7 1.086
37 H -2.087 3.305 1.295  C18 1.099
38 H -2.382 0.589 3.046  C17 1.094
39 H -3.665 2.054 -0.522  C9 1.095
40 H 1.822 0.835 -0.027  C10 1.093
41 H -0.990 2.092 1.960  C18 1.089
42 H 0.119 2.616 -0.022  C19 1.087
43 H -4.156 0.423 -0.057  C9 1.091
44 H 4.217 1.236 -1.157  C8 1.088
45 H -1.371 3.012 -0.895  C19 1.098

Results
M, g mol⁻¹: 305.38
E_tot, eV: -27575.7904
SMILES: CC(C)CC(=O)N1CCN(Cc2cccc([N+](=O)[O-])c2)CC1
E_LUMO, eV: -0.401
Relative energy (zero: lowest compared OMol25 entry of this formula, charge and spin), kcal per mole: 105.15


Formula: C4HNO2
Source: the OMol25 dataset
Level of theory: ωB97M-V with the def2-TZVPD basis set

Last columns: bonded neighbours and bond lengths (Å).
CARTESIAN COORDINATES (ANGSTROEM)
1 O -0.637 -2.885 -0.348  C4 1.186
2 O -0.487 1.677 -0.512  N3 1.212
3 N 0.138 0.762 -0.021  O2 1.212, C5 1.416, C6 1.232
4 C -0.634 -1.708 -0.207  O1 1.186, C5 1.297
5 C -0.642 -0.418 -0.064  N3 1.416, C4 1.297, H8 1.117
6 C 1.288 1.095 0.270  N3 1.232, C7 1.293
7 C 2.471 1.195 0.782  C6 1.293
8 H -1.497 0.281 0.100  C5 1.117

Results
M, g mol⁻¹: 95.06
E_tot, eV: -9739.1987
E_LUMO (alpha / beta), eV: -2.247 / -2.249
Relative energy (zero: lowest compared OMol25 entry of this formula, charge and spin), kcal per mole: 172.85


Formula: C5H4O3
Source: the OMol25 dataset
Level of theory: ωB97M-V with the def2-TZVPD basis set

Last columns: bonded neighbours and bond lengths (Å).
CARTESIAN COORDINATES (ANGSTROEM)
1 O -0.797 0.408 2.587  C7 1.251
2 O -1.188 -0.829 0.590  C6 1.379, C7 1.348
3 O 1.580 0.939 -0.675  C4 1.329, C8 1.421
4 C 1.127 0.452 -1.826  O3 1.329, C5 1.367, H9 1.040
5 C -0.001 -0.291 -1.614  C4 1.367, C6 1.506, H11 1.000
6 C -0.142 -0.273 -0.115  O2 1.379, C5 1.506, C8 1.379
7 C -1.400 -0.407 1.853  O1 1.251, O2 1.348, H12 1.069
8 C 0.902 0.421 0.461  O3 1.421, C6 1.379, H10 1.065
9 H 1.738 0.600 -2.653  C4 1.040
10 H 1.002 0.759 1.466  C8 1.065
11 H -0.640 -0.718 -2.254  C5 1.000
12 H -2.179 -1.061 2.180  C7 1.069

Results
M, g mol⁻¹: 112.08
E_tot, eV: -11390.1706
SMILES: O=COc1ccoc1
E_LUMO, eV: 0.883
Relative energy (zero: lowest compared OMol25 entry of this formula, charge and spin), kcal per mole: 50.69


Formula: C5H14N2O
Source: the OMol25 dataset
Level of theory: ωB97M-V with the def2-TZVPD basis set

Last columns: bonded neighbours and bond lengths (Å).
CARTESIAN COORDINATES (ANGSTROEM)
1 O -1.043 1.283 1.791  C5 1.419, H12 0.975
2 N 0.928 -1.913 0.251  C6 1.462, C7 1.461, H18 1.010
3 N -0.429 2.550 -1.575  C8 1.484, H19 1.015, H20 1.022
4 C 0.532 0.324 -0.703  C7 1.545, C8 1.536, H15 1.092, H16 1.091
5 C -0.458 2.105 0.794  O1 1.419, C8 1.524, H10 1.098, H22 1.088
6 C 0.386 -3.151 0.812  N2 1.462, H9 1.096, H14 1.084, H17 1.098
7 C -0.103 -1.014 -0.261  N2 1.461, C4 1.545, H13 1.112, H21 1.081
8 C -0.505 1.450 -0.582  N3 1.484, C4 1.536, C5 1.524, H11 1.096
9 H -0.464 -2.895 1.454  C6 1.096
10 H 0.603 2.320 0.980  C5 1.098
11 H -1.501 1.039 -0.783  C8 1.096
12 H -0.369 0.693 2.177  O1 0.975
13 H -0.698 -1.583 -1.009  C7 1.112
14 H 1.101 -3.676 1.435  C6 1.084
15 H 0.863 0.157 -1.730  C4 1.092
16 H 1.402 0.571 -0.094  C4 1.091
17 H -0.061 -3.787 0.036  C6 1.098
18 H 1.531 -2.180 -0.513  N2 1.010
19 H -0.109 2.232 -2.484  N3 1.015
20 H 0.267 3.231 -1.265  N3 1.022
21 H -0.871 -0.800 0.469  C7 1.081
22 H -1.003 3.046 0.800  C5 1.088

Results
M, g mol⁻¹: 118.18
E_tot, eV: -10438.8696
SMILES: CNCC[C@H](N)CO
E_LUMO, eV: 0.960
Relative energy (zero: lowest compared OMol25 entry of this formula, charge and spin), kcal per mole: 49.77


Question: Which value of E_tot does entry 5 give?
Answer: -10438.8696 eV


Question: Which of these has the highest E_tot?
Answer: C4HNO2


Question: Which of these has the highest M?
Answer: C22H34F16NO6S3